Record 1
The following is a DFT calculation (ωB97M-V/def2-TZVPD) of the molecule C18H24N4O3.

- Multiplicity: 1
- HOMO energy: -7.49 eV
- SMILES: COc1ccc(-c2ccc(NCCN3CCOCC3)nn2)cc1OC
- LUMO level: 0.7403 eV
- Molar mass: 344.4 g/mol
- Relative energy (zero: lowest compared OMol25 entry of this formula, charge and spin): 116.6 kcal per mole
- Energy: -31156.43361 eV

Each line ends with the natural charge from an NBO analysis.
Geometry (Å):
C (-6.855, -0.183, 1.389)  -0.25
O (-6.008, -0.409, 0.292)  -0.48
C (-4.726, 0.044, 0.359)  0.27
C (-4.178, 0.742, 1.421)  -0.30
C (-2.856, 1.160, 1.394)  -0.20
C (-2.050, 0.883, 0.300)  -0.11
C (-0.646, 1.290, 0.214)  0.18
C (0.059, 1.895, 1.278)  -0.19
C (1.375, 2.212, 1.082)  -0.25
C (1.947, 1.899, -0.170)  0.36
N (3.240, 2.221, -0.455)  -0.58
C (3.954, 1.501, -1.480)  -0.23
C (4.655, 0.259, -0.900)  -0.22
N (3.740, -0.506, -0.075)  -0.46
C (2.820, -1.328, -0.845)  -0.27
C (1.801, -1.954, 0.106)  -0.07
O (2.428, -2.728, 1.104)  -0.52
C (3.339, -1.943, 1.831)  -0.07
C (4.403, -1.331, 0.917)  -0.24
N (1.213, 1.341, -1.133)  -0.30
N (-0.034, 1.053, -0.940)  -0.22
C (-2.602, 0.180, -0.778)  -0.24
C (-3.916, -0.236, -0.767)  0.26
O (-4.529, -0.918, -1.775)  -0.48
C (-3.777, -1.207, -2.927)  -0.25
H (-7.006, 0.887, 1.571)  0.17
H (-7.807, -0.640, 1.124)  0.20
H (-6.470, -0.654, 2.300)  0.17
H (-4.777, 0.974, 2.287)  0.22
H (-2.479, 1.710, 2.242)  0.20
H (-0.417, 2.092, 2.225)  0.22
H (1.974, 2.673, 1.855)  0.21
H (3.798, 2.477, 0.348)  0.38
H (3.223, 1.222, -2.237)  0.24
H (4.703, 2.161, -1.927)  0.20
H (5.083, -0.337, -1.722)  0.18
H (5.478, 0.591, -0.260)  0.19
H (2.290, -0.700, -1.561)  0.23
H (3.358, -2.128, -1.384)  0.17
H (1.134, -2.627, -0.433)  0.20
H (1.208, -1.154, 0.574)  0.17
H (3.796, -2.603, 2.570)  0.19
H (2.803, -1.130, 2.346)  0.16
H (5.077, -0.711, 1.513)  0.20
H (4.988, -2.144, 0.450)  0.17
H (-1.955, -0.017, -1.615)  0.24
H (-3.421, -0.294, -3.415)  0.18
H (-4.457, -1.733, -3.596)  0.20
H (-2.921, -1.851, -2.699)  0.18

=====

Record 2
The following is a DFT calculation (ωB97M-V/def2-TZVPD) of a structure of composition C22H28IN3O3Pd.

- Multiplicity: 5
- HOMO energy (alpha / beta): -14.15 / -14.05 eV
- Total charge: +2
- LUMO level (alpha / beta): -5.2202 / -9.4521 eV
- Molar mass: 615.8 g/mol
- Relative energy (zero: lowest compared OMol25 entry of this formula, charge and spin): 9.1 kcal per mole
- Energy: -45442.63016 eV

Each line ends with the natural charge from an NBO analysis.
Geometry (Å):
Pd (-0.553, 0.557, 0.268)  1.33
C (-3.142, -2.570, -3.631)  -0.42
N (-2.161, -1.535, -3.327)  -0.37
C (-1.540, -0.899, -4.488)  -0.42
C (-1.753, -1.237, -2.101)  0.67
O (-0.870, -0.398, -1.860)  -0.71
C (-2.395, -1.999, -0.942)  -0.16
O (-1.816, -1.515, 0.253)  -0.54
C (-2.474, -1.889, 1.443)  -0.16
C (-1.839, -1.093, 2.577)  0.68
O (-0.968, -0.233, 2.320)  -0.70
N (-2.236, -1.354, 3.809)  -0.36
C (-1.625, -0.674, 4.951)  -0.43
C (-3.180, -2.415, 4.147)  -0.42
H (-3.693, -2.274, -4.521)  0.24
H (-3.859, -2.703, -2.824)  0.21
H (-2.656, -3.526, -3.835)  0.22
H (-2.291, -0.346, -5.053)  0.22
H (-1.107, -1.662, -5.134)  0.22
H (-0.762, -0.221, -4.159)  0.24
H (-2.199, -3.070, -1.052)  0.23
H (-3.478, -1.836, -0.937)  0.21
H (-2.352, -2.961, 1.624)  0.23
H (-3.544, -1.658, 1.384)  0.21
H (-0.835, -0.015, 4.610)  0.24
H (-1.206, -1.414, 5.632)  0.23
H (-2.379, -0.094, 5.483)  0.22
H (-3.887, -2.604, 3.342)  0.21
H (-3.744, -2.109, 5.025)  0.24
H (-2.651, -3.339, 4.385)  0.23
N (1.547, -0.195, 0.216)  -0.28
C (2.453, 0.639, -0.007)  0.16
C (1.915, 2.008, -0.333)  0.05
C (2.250, 2.633, -1.522)  -0.22
C (1.657, 3.848, -1.842)  -0.13
C (0.739, 4.437, -0.977)  -0.20
C (0.407, 3.820, 0.215)  -0.16
C (0.970, 2.581, 0.544)  -0.37
C (3.907, 0.397, -0.012)  -0.08
C (4.395, -0.885, -0.281)  -0.17
C (5.758, -1.111, -0.275)  -0.20
C (6.636, -0.072, 0.010)  -0.15
C (6.153, 1.200, 0.290)  -0.20
C (4.790, 1.440, 0.272)  -0.19
H (2.963, 2.172, -2.193)  0.25
H (1.920, 4.338, -2.769)  0.25
H (0.309, 5.398, -1.225)  0.24
H (-0.264, 4.305, 0.911)  0.23
H (0.883, 2.200, 1.560)  0.26
H (3.700, -1.682, -0.510)  0.22
H (6.143, -2.098, -0.492)  0.24
H (7.702, -0.253, 0.011)  0.24
H (6.839, 2.004, 0.519)  0.24
H (4.413, 2.431, 0.490)  0.22
I (-2.918, 2.407, 1.687)  0.55
C (-2.486, 1.671, -0.227)  -0.82
H (-3.245, 0.958, -0.532)  0.21
H (-2.341, 2.495, -0.917)  0.23

=====

Record 3
The following is a DFT calculation (ωB97M-V/def2-TZVPD) of the molecule C9H12N2S2.

- Multiplicity: 1
- HOMO energy: -8.64 eV
- SMILES: CCSC(=S)NCc1ccncc1
- LUMO level: 0.6163 eV
- Molar mass: 212.3 g/mol
- Relative energy (zero: lowest compared OMol25 entry of this formula, charge and spin): 2.7 kcal per mole
- Energy: -34178.08064 eV

Each line ends with the natural charge from an NBO analysis.
Geometry (Å):
C (-1.099, -4.973, -0.061)  -0.62
C (-1.306, -3.582, 0.509)  -0.51
S (-0.603, -2.361, -0.637)  0.27
C (-1.062, -0.773, -0.067)  -0.10
S (-1.938, -0.445, 1.285)  -0.16
N (-0.573, 0.173, -0.952)  -0.59
C (-0.767, 1.672, -0.828)  -0.25
C (0.495, 2.331, -0.325)  0.01
C (1.091, 3.425, -0.876)  -0.27
C (2.172, 4.011, -0.210)  0.05
N (2.784, 3.479, 0.833)  -0.42
C (2.231, 2.397, 1.361)  0.04
C (1.157, 1.734, 0.772)  -0.25
H (-1.608, -5.691, 0.540)  0.22
H (-1.585, -4.978, -1.058)  0.21
H (-0.035, -5.234, -0.110)  0.22
H (-2.349, -3.278, 0.596)  0.24
H (-0.817, -3.570, 1.486)  0.22
H (-0.093, -0.113, -1.746)  0.39
H (-1.476, 1.814, -0.070)  0.25
H (-1.145, 2.118, -1.732)  0.21
H (0.644, 3.991, -1.710)  0.22
H (2.537, 4.965, -0.571)  0.19
H (2.612, 2.025, 2.308)  0.19
H (0.731, 0.862, 1.263)  0.23

=====

> The highest energy belongs to which entry?

C18H24N4O3